(1)
107
Properties=species:S:1:pos:R:3 method="wB97M-V/def2-TZVPD" e_homo_ev=-10.84 total_charge=+1 orbital_gap_ev=8.1 relative_energy_kj_mol=65.71
Pt 0.1173 0.1193 1.1536
C 2.0023 -2.8333 2.3013
C 0.5164 -2.7408 2.3309
C -0.3449 -3.6045 2.9907
C -1.6317 -3.1854 2.6715
C -2.9436 -3.7578 3.0827
N -1.5244 -2.1275 1.8640
N -0.2110 -1.8528 1.6347
B -2.6056 -1.4044 0.9903
N -2.7675 -0.0224 1.6563
N -1.7139 0.8265 1.6529
C -2.0943 1.9733 2.2412
C -1.2425 3.1340 2.6336
C -3.4468 1.8669 2.5425
C -3.8450 0.5996 2.1470
C -5.1847 -0.0465 2.2364
N -2.1029 -1.2750 -0.4432
N -0.9117 -0.6815 -0.7678
C -0.7432 -0.8332 -2.0791
C 0.4985 -0.4497 -2.8052
C -1.8567 -1.4854 -2.6212
C -2.6909 -1.7518 -1.5610
C -4.0070 -2.4530 -1.5586
H 2.3752 -3.1382 3.2779
H 2.3123 -3.5766 1.5632
H 2.4520 -1.8834 2.0301
H -0.0692 -4.4454 3.6040
H -2.7858 -4.5468 3.8141
H -3.5776 -2.9927 3.5310
H -3.4768 -4.1776 2.2295
H -3.6314 -2.0048 1.0138
H -0.9124 3.7076 1.7749
H -1.8466 3.7949 3.2521
H -0.3770 2.8127 3.2171
H -4.0537 2.6243 3.0077
H -5.8541 0.5872 2.8134
H -5.6184 -0.1893 1.2461
H -5.1262 -1.0214 2.7183
H 1.2577 -0.1184 -2.1037
H 0.8788 -1.3155 -3.3513
H 0.3102 0.3478 -3.5182
H -2.0168 -1.7496 -3.6525
H -4.2562 -2.7548 -2.5735
H -3.9853 -3.3451 -0.9328
H -4.8036 -1.8056 -1.1913
O 2.2512 2.5051 1.8477
C 1.4524 2.8180 0.9892
N 0.4976 2.0037 0.4354
S -0.3782 2.7459 -0.7725
O -0.0321 2.2333 -2.0664
O -1.7665 2.7982 -0.4232
C 0.4203 4.2943 -0.5658
C 0.1668 5.4689 -1.2469
C 0.9491 6.5655 -0.9073
C 1.9381 6.4704 0.0727
C 2.1738 5.2759 0.7381
C 1.3949 4.1837 0.3981
H -0.5998 5.5321 -2.0070
H 0.7845 7.5102 -1.4080
H 2.5240 7.3456 0.3192
H 2.9318 5.1879 1.5046
O 1.9178 -0.3402 0.2665
As 3.5874 -0.1705 0.1629
C 4.0753 -1.7794 -0.7506
C 5.4163 -2.0820 -0.9668
C 5.7502 -3.2322 -1.6648
C 4.7495 -4.0686 -2.1424
C 3.4139 -3.7596 -1.9268
C 3.0697 -2.6106 -1.2284
C 4.7000 -0.0518 1.7237
C 4.9755 1.1914 2.2889
C 5.7768 1.2613 3.4173
C 6.2975 0.1010 3.9771
C 6.0209 -1.1367 3.4114
C 5.2212 -1.2165 2.2815
C 4.0159 1.3350 -0.9377
C 5.3055 1.8590 -0.9274
C 5.6116 2.9241 -1.7608
C 4.6396 3.4588 -2.5963
C 3.3609 2.9212 -2.6162
C 3.0476 1.8505 -1.7913
H 6.1994 -1.4299 -0.5969
H 6.7901 -3.4755 -1.8363
H 5.0141 -4.9656 -2.6865
H 2.6377 -4.4123 -2.3040
H 2.0321 -2.3591 -1.0469
H 4.5512 2.0918 1.8647
H 5.9907 2.2233 3.8633
H 6.9237 0.1619 4.8576
H 6.4305 -2.0388 3.8457
H 5.0160 -2.1823 1.8350
H 6.0668 1.4541 -0.2720
H 6.6109 3.3388 -1.7555
H 4.8845 4.2946 -3.2385
H 2.6000 3.3248 -3.2722
H 2.0508 1.4307 -1.8182
Br 1.6317 0.1968 7.7146
C 1.1889 0.2213 5.8763
C -0.1344 0.3023 5.4846
C -0.4647 0.3241 4.1340
C 0.5344 0.2560 3.1705
C 1.8517 0.1796 3.5831
C 2.1928 0.1607 4.9257
H -0.9204 0.3487 6.2260
H -1.5164 0.3718 3.8950
H 2.6425 0.1504 2.8577
H 3.2317 0.1087 5.2219

(2)
77
Properties=species:S:1:pos:R:3 method="wB97M-V/def2-TZVPD" e_homo_ev=-7.52 orbital_gap_ev=8.0 smiles="C[C@H](Cl)CBP(C)C.CCOC(C)=O.CCOC(C)=O.CCOC(C)=O.CCOC(C)=O"
C -3.7067 1.2031 0.7859
C -4.1055 1.0414 -0.6619
Cl -5.7927 1.6908 -0.8608
C -4.0438 -0.3927 -1.1506
B -2.5403 -0.9039 -1.2488
P -2.1191 -2.6147 -1.7466
C -3.3640 -3.9236 -1.4665
C -0.9729 -2.9026 -3.1243
H -4.4092 0.7104 1.4534
H -3.6904 2.2587 1.0503
H -2.7034 0.8262 0.9711
H -3.4929 1.6808 -1.2934
H -4.4798 -0.4920 -2.1437
H -4.6257 -1.0010 -0.4513
H -1.6798 -0.1393 -0.9358
H -4.3814 -3.5493 -1.5798
H -3.2713 -4.2545 -0.4363
H -3.2526 -4.7820 -2.1239
H -0.3754 -2.0136 -3.3025
H -1.4909 -3.1620 -4.0457
H -0.2813 -3.7121 -2.8991
C 1.3994 -4.0981 1.0283
C 1.9706 -3.9690 -0.3678
O 1.5097 -2.7857 -1.0242
C 2.0702 -1.5771 -0.8678
C 3.0843 -1.3497 0.2246
O 1.6894 -0.6837 -1.5800
H 1.7225 -3.2799 1.6716
H 1.7173 -5.0373 1.4818
H 0.3102 -4.0756 0.9879
H 3.0608 -4.0139 -0.3778
H 1.6134 -4.7867 -0.9924
H 2.5640 -0.9611 1.1001
H 3.7977 -0.6059 -0.1233
H 3.6421 -2.2381 0.5090
C 5.0229 -1.0707 -4.7704
C 4.4485 -0.1793 -3.6893
O 5.1626 -0.3003 -2.4534
C 6.2773 0.3988 -2.1621
C 6.9628 1.1965 -3.2456
O 6.7218 0.3211 -1.0505
H 6.0459 -0.7909 -5.0245
H 4.4159 -1.0072 -5.6737
H 5.0404 -2.1069 -4.4321
H 4.3869 0.8634 -4.0033
H 3.4356 -0.4939 -3.4435
H 7.7504 0.5820 -3.6804
H 7.4164 2.0693 -2.7841
H 6.3019 1.5384 -4.0377
C -5.4749 2.1037 6.5264
C -5.5307 1.1433 5.3571
O -4.4377 1.3300 4.4537
C -3.2312 0.7562 4.6289
C -2.9101 0.0720 5.9377
O -2.4208 0.8557 3.7505
H -4.5846 1.9462 7.1354
H -6.3514 1.9770 7.1621
H -5.4501 3.1315 6.1654
H -5.5885 0.1026 5.6794
H -6.4181 1.3373 4.7574
H -2.3994 0.7856 6.5831
H -2.2344 -0.7531 5.7291
H -3.7749 -0.3239 6.4636
C 0.1486 2.5625 -1.5650
C 1.5686 2.4457 -1.0550
O 2.2698 3.6968 -1.1169
C 2.1897 4.6291 -0.1505
C 1.1526 4.4848 0.9408
O 2.9130 5.5853 -0.2098
H -0.4464 3.2443 -0.9555
H -0.3309 1.5836 -1.5575
H 0.1478 2.9482 -2.5850
H 1.6116 2.0296 -0.0478
H 2.1320 1.7717 -1.6933
H 0.2677 5.0506 0.6522
H 1.5599 4.9170 1.8510
H 0.8611 3.4598 1.1536

(3)
14
Properties=species:S:1:pos:R:3 method="wB97M-V/def2-TZVPD" e_homo_ev=-7.94 orbital_gap_ev=8.6 relative_energy_kj_mol=405.99 smiles="CN=C=C(O)OC"
C 0.0003 -2.7883 0.2641
N -0.8790 -1.6447 0.3271
C -0.8446 -0.6879 -0.4243
C -0.3871 0.4645 -0.8388
O -0.8053 1.2425 -1.8695
O 0.6135 0.9635 0.1982
C 0.4607 2.2342 0.8046
H 0.3154 -3.0126 1.2791
H -0.5864 -3.6349 -0.1029
H 0.8710 -2.6411 -0.3793
H -0.0532 1.7683 -2.1672
H 1.3441 2.8486 0.5911
H -0.4226 2.7612 0.4242
H 0.3732 2.1266 1.8935

(4)
20
Properties=species:S:1:pos:R:3 method="wB97M-V/def2-TZVPD" e_homo_ev=-12.11 total_charge=+1 orbital_gap_ev=4.6 relative_energy_kj_mol=597.67
C -2.8751 0.1050 -0.2956
O -3.0458 0.4553 -1.7384
C -1.5366 -0.6214 -0.0369
C -1.0028 -0.3773 1.2443
C -0.0606 0.8019 1.3377
N 1.1471 0.5122 0.6369
N 4.7529 -0.3925 -1.0905
H -2.9620 0.9897 0.3063
H -3.5977 -0.6036 0.0351
H -3.9057 0.0757 -2.1363
H -0.8733 -0.3392 -0.8954
H -1.2560 -0.9414 2.1641
H -1.7740 -1.7389 -0.2638
H -0.4858 1.6811 0.8305
H 0.2507 1.2740 2.2828
H 4.0453 0.2604 -1.3758
H 1.8394 0.2420 1.3070
H 0.7568 -0.3453 0.2360
H 5.6104 -0.1099 -0.6509
H 4.9727 -0.9278 -1.8973

(5)
14
Properties=species:S:1:pos:R:3 method="wB97M-V/def2-TZVPD" e_homo_ev=-7.54 orbital_gap_ev=8.4 relative_energy_kj_mol=170.75 smiles="C1=CC2=COC[C@@H]2O1"
C -2.0396 -0.0493 -0.1943
C -1.3345 1.1299 -0.0486
C 0.0087 0.7823 0.1079
C 1.2856 1.1480 -0.0527
O 2.1596 0.0901 -0.2681
C 1.3607 -1.1441 -0.1031
C -0.0142 -0.6952 0.3747
O -1.2533 -1.1671 -0.2224
H -3.0977 -0.2082 -0.4227
H -1.7441 2.1389 -0.0516
H 1.6999 2.1778 -0.0990
H 1.2405 -1.5957 -1.1234
H 1.8911 -1.7375 0.6204
H -0.1626 -0.8698 1.4828

| no. | energy (eV) | maximum force (eV Å⁻¹) | LUMO energy (eV) |
| --- | --- | --- | --- |
| 1 | -212690.2753 | 1.10 | -2.69 |
| 2 | -61374.0698 | 1.04 | 0.45 |
| 3 | -9843.0719 | 2.88 | 0.66 |
| 4 | -9375.3894 | 4.55 | -7.53 |
| 5 | -10411.6397 | 2.93 | 0.90 |